(1)
{"formula": "C10H14MnNO9PS", "method": "wB97M-V/def2-TZVPD", "species": ["P", "C", "H", "O", "H", "O", "N", "O", "C", "O", "S", "C", "O", "H", "C", "C", "H", "C", "H", "O", "H", "C", "H", "O", "H", "Mn", "C", "H", "C", "H", "O", "O", "C", "H", "H", "H", "H"], "xyz": [[2.619, -0.996, 0.064], [-4.383, -0.314, -1.306], [4.556, 0.232, -0.593], [-2.538, -2.678, 1.915], [3.251, -2.675, -1.495], [-1.512, 2.964, -1.736], [-1.811, -0.115, -0.426], [-0.893, -1.220, 1.720], [3.488, 0.305, -0.807], [1.143, -1.037, -0.253], [0.118, 2.925, 1.211], [-3.545, 0.656, -1.832], [-1.074, 2.005, 1.179], [-3.889, 1.367, -2.570], [-1.949, -1.643, 1.316], [-2.242, 0.722, -1.363], [-5.403, -0.399, -1.656], [-2.624, -0.996, 0.140], [-0.657, 3.562, -0.790], [0.003, 1.318, -1.588], [-4.607, -1.858, 0.171], [-3.930, -1.148, -0.287], [2.432, -1.553, 2.373], [1.244, 1.972, 0.940], [2.905, -3.368, 0.101], [-0.060, 0.469, 0.378], [-1.166, 1.766, -1.652], [4.453, -2.539, -0.192], [3.387, -2.543, -0.422], [3.095, 1.272, -0.495], [0.273, 3.695, 2.395], [-0.031, 3.882, 0.020], [2.919, -0.753, 1.815], [3.983, -0.726, 2.051], [2.467, 0.199, 2.098], [-3.347, -2.932, 1.455], [3.326, 0.184, -1.878]], "forces_ev_per_a": [[0.1, 0.1, -0.1], [0.0, 0.0, 0.0], [0.0, 0.1, 0.0], [0.0, 0.0, 0.0], [0.0, 0.0, 0.0], [-0.3, -0.4, -0.4], [0.1, 0.0, 0.1], [0.0, 0.0, 0.1], [0.0, -0.1, 0.0], [0.0, -0.1, 0.1], [-0.2, 0.0, 0.0], [0.0, 0.0, 0.0], [0.0, 0.0, 0.0], [0.0, 0.0, 0.0], [0.0, 0.0, -0.1], [0.0, 0.1, 0.0], [0.0, 0.0, 0.0], [0.0, -0.1, 0.1], [0.6, 0.1, 0.6], [0.0, 0.1, 0.1], [0.0, 0.0, 0.0], [0.0, 0.0, 0.0], [0.0, 0.0, 0.0], [0.3, -0.1, 0.0], [0.0, 0.0, 0.0], [-0.4, -0.1, -0.4], [-0.1, 0.1, -0.1], [0.0, 0.0, 0.0], [0.0, 0.0, 0.0], [0.0, 0.0, 0.0], [0.0, 0.0, 0.0], [-0.1, 0.1, -0.1], [-0.1, 0.0, 0.0], [0.0, 0.0, 0.0], [0.0, 0.0, 0.0], [0.0, 0.0, 0.0], [0.0, 0.0, 0.0]], "multiplicity": 2, "de_lowest_kj_mol": 78.7, "energy_ev": -81962.15603, "homo_energy_ha": [-0.316, -0.292], "gap_ha": [0.28925, 0.26522], "s2": 1.245}

(2)
{"formula": "C17H35Br3ClO2P", "method": "wB97M-V/def2-TZVPD", "species": ["H", "H", "Br", "C", "H", "C", "H", "Br", "H", "H", "H", "Cl", "H", "C", "C", "H", "H", "C", "H", "H", "H", "P", "C", "O", "H", "H", "H", "C", "H", "H", "H", "H", "C", "H", "C", "H", "C", "H", "O", "H", "C", "H", "C", "H", "C", "C", "Br", "H", "C", "H", "H", "C", "H", "H", "H", "H", "H", "H", "C"], "xyz": [[1.145, 0.819, -0.363], [-0.979, 0.060, 4.658], [4.933, 4.829, -3.753], [-0.293, -3.208, 0.195], [-2.026, -2.051, -0.918], [5.407, 2.953, -3.952], [3.482, 0.880, 1.966], [3.857, 1.856, -4.375], [-1.936, 3.611, -0.696], [0.170, -0.279, 3.090], [0.719, 2.037, 2.863], [-0.945, -2.309, -3.217], [5.784, 2.613, -2.982], [-2.127, 1.479, -1.533], [2.996, -0.537, -0.929], [-1.988, -4.804, 0.464], [-0.233, 2.522, 4.446], [-1.084, 2.192, 0.891], [0.745, -2.978, 0.737], [-2.519, 2.575, 2.688], [3.211, -1.674, -0.639], [0.210, -1.176, -1.809], [-0.025, 0.327, -2.927], [4.179, 1.717, -0.473], [-0.065, 2.694, 0.522], [1.231, -0.866, 0.466], [-2.090, -3.775, 3.263], [-1.398, 2.771, 2.391], [-1.849, -2.101, 2.327], [-0.898, 2.405, -3.201], [-3.768, -3.530, 0.583], [-0.901, 1.037, 0.856], [1.376, -0.307, -0.580], [-2.978, 1.858, -2.280], [-2.182, -3.218, 2.213], [3.142, -0.371, -2.078], [-2.214, 2.541, -0.244], [1.335, -2.062, -2.149], [4.092, 0.234, 1.464], [-1.095, 3.916, 2.411], [-0.719, 0.362, 3.555], [-4.221, -4.392, 2.219], [-0.338, 1.981, 3.414], [-1.639, 0.175, 2.817], [-0.956, -1.840, -0.448], [-3.778, -3.388, 1.764], [6.844, 2.702, -5.239], [-1.115, -1.089, 0.435], [-0.687, 1.665, -2.285], [-2.417, 0.385, -1.248], [-0.003, -3.890, -0.741], [-1.312, -4.087, 1.129], [1.028, 0.630, -3.381], [-3.279, 2.571, 0.240], [-4.419, -2.449, 2.056], [0.113, 2.258, -1.625], [-0.623, -4.822, 1.769], [-0.700, 0.015, -3.857], [3.802, 0.532, 0.030]], "forces_ev_per_a": [[0.5, -2.0, -0.6], [0.6, 0.5, -2.3], [0.1, -0.5, -0.1], [0.3, -0.7, -1.3], [2.5, 0.3, 1.0], [0.1, 0.0, 0.3], [1.6, -1.2, -1.1], [0.3, 0.3, 0.0], [-0.9, -2.2, 1.0], [-1.9, 1.2, 1.4], [-2.2, 0.0, 1.3], [-0.8, -1.4, -1.2], [-0.2, 0.1, -0.4], [-0.8, 1.5, 0.0], [-1.0, -0.3, 1.1], [1.3, 1.8, 1.4], [-0.3, -1.1, -2.0], [0.3, 0.6, -0.7], [-2.4, -0.3, -1.0], [2.2, 0.5, -0.5], [-0.2, 2.6, -0.6], [1.2, 0.4, 1.0], [-0.6, 1.5, -1.9], [-2.4, -7.3, 3.3], [-2.1, -1.1, 0.9], [0.3, 1.3, -2.1], [0.0, 1.5, -2.2], [1.3, -0.7, -0.1], [-0.6, -2.2, -0.3], [0.6, -1.7, 1.9], [-0.3, 0.5, 2.5], [-0.4, 2.1, 0.4], [1.4, 0.3, 2.6], [1.9, -1.0, 1.5], [-1.1, -1.5, 0.1], [0.3, 0.0, 2.4], [0.8, 0.0, -0.4], [-1.1, 0.6, 0.2], [-2.6, 1.5, -2.7], [-1.0, -2.3, 0.0], [0.0, 0.6, -1.1], [0.9, 2.3, -0.9], [0.2, -0.2, -0.9], [1.8, 0.3, 1.9], [-1.2, -0.4, 1.3], [0.6, 0.0, -0.5], [-0.4, 0.1, 0.3], [0.5, -1.1, -1.7], [0.3, 1.0, -0.5], [0.8, 2.0, -0.3], [-0.6, 1.4, 2.0], [1.2, -0.4, 0.8], [-1.9, -0.7, 1.1], [2.0, -0.1, -1.1], [1.1, -2.0, -0.5], [-1.9, -1.5, -1.2], [-1.4, 1.5, -1.5], [1.6, 0.6, 2.2], [1.9, 5.1, -2.4]], "multiplicity": 1, "energy_ev": -254222.07593, "homo_energy_ha": -0.348, "gap_ha": 0.34607}

(3)
{"formula": "C33H76F4O18PS", "method": "wB97M-V/def2-TZVPD", "species": ["H", "H", "H", "H", "H", "H", "H", "F", "C", "H", "C", "H", "H", "H", "O", "H", "H", "H", "C", "H", "H", "C", "H", "H", "H", "H", "S", "C", "O", "C", "H", "F", "H", "C", "C", "H", "H", "H", "C", "O", "C", "O", "H", "H", "H", "H", "C", "H", "H", "H", "H", "H", "H", "C", "C", "O", "H", "O", "H", "C", "C", "H", "H", "C", "H", "O", "H", "C", "C", "H", "F", "H", "C", "C", "O", "H", "H", "H", "C", "O", "C", "O", "H", "H", "H", "C", "H", "H", "H", "H", "H", "H", "H", "H", "O", "H", "H", "H", "C", "C", "C", "H", "H", "H", "H", "O", "C", "H", "H", "C", "C", "C", "O", "H", "C", "H", "F", "H", "H", "O", "H", "C", "O", "O", "O", "H", "C", "H", "P", "H", "H", "O", "H"], "xyz": [[1.193, 3.417, 1.628], [-5.227, -1.541, -0.942], [-9.162, -4.416, -0.023], [-1.350, -0.708, -7.486], [4.497, 3.605, 6.927], [1.264, 1.670, -6.804], [4.872, 4.243, 2.458], [1.626, 4.095, -3.602], [1.405, -1.458, 3.476], [-0.414, -8.760, -0.985], [1.209, 0.058, 3.582], [-2.408, 2.024, -2.133], [-7.677, -3.444, 0.005], [-4.325, 0.772, -1.300], [-1.077, 1.296, -9.203], [0.747, 4.827, -1.320], [-0.115, -2.044, 5.479], [0.698, 2.291, -9.098], [-1.784, 2.569, 2.335], [1.118, -2.901, 6.425], [2.122, 0.550, 3.935], [0.635, 3.639, 0.616], [1.426, 1.601, -4.542], [4.691, 0.275, -1.895], [0.491, -1.950, 3.122], [7.957, 2.644, 5.227], [4.293, 4.464, 0.047], [7.443, 3.314, 5.923], [6.235, 3.305, 8.050], [6.814, 2.473, 7.039], [-2.243, -1.904, -2.922], [0.411, 2.500, -2.321], [-1.141, 0.929, -2.731], [-1.043, -0.497, -6.459], [-0.755, -8.532, -1.998], [-1.648, -7.904, -1.932], [2.199, -1.658, 2.750], [-0.378, 0.856, 6.357], [-2.180, 0.986, -2.397], [1.835, -2.013, 4.724], [-7.886, -1.690, 2.349], [4.417, 2.519, -1.811], [-0.302, -5.728, -1.248], [-7.922, -1.255, 3.354], [-2.949, 2.561, 2.080], [-3.222, -2.117, -4.387], [-0.127, -7.317, -3.934], [0.589, -5.310, -3.475], [-2.827, 0.662, -3.217], [0.978, 0.451, 2.586], [-0.600, -4.039, -1.765], [7.603, 1.888, 7.523], [-2.628, 2.664, -9.241], [-0.112, 2.007, -8.420], [-3.700, -0.029, -0.888], [-1.579, 4.996, 3.090], [6.293, 5.524, 6.600], [6.442, 4.006, 5.169], [-3.091, 0.952, -9.356], [-6.544, -4.694, 1.958], [-4.210, -1.406, -1.326], [-0.289, -1.225, -6.140], [-8.682, -2.431, 2.237], [-2.413, 1.657, -8.869], [-7.620, -5.160, -0.503], [0.096, 0.378, 4.423], [0.933, 1.821, 5.645], [4.818, 3.372, 7.945], [3.605, 1.107, 0.117], [3.417, 4.404, -2.239], [2.372, 0.328, -3.131], [-1.916, -0.593, -5.808], [-0.324, -5.802, -3.828], [3.842, 4.249, 1.862], [5.784, 3.956, -0.071], [5.748, 1.192, -0.695], [-1.700, 2.210, 3.467], [3.322, 3.222, 2.106], [0.463, 1.121, -7.311], [-7.898, -4.863, 1.525], [2.305, 1.697, -3.735], [0.302, -7.872, -2.687], [3.253, 5.192, 2.226], [4.462, 4.162, 8.612], [-5.373, -3.429, 3.242], [1.529, 4.419, -0.514], [8.184, 4.014, 6.327], [0.896, 0.203, -7.725], [4.174, 1.487, 1.084], [-1.272, 1.756, 1.667], [1.917, 5.411, 0.027], [-3.750, 0.032, 0.204], [-2.585, 1.615, -7.789], [7.238, 5.915, 5.131], [-2.327, 0.154, -1.251], [1.231, 0.132, 6.162], [-3.586, -2.207, -0.913], [0.034, 2.698, 0.199], [0.504, 0.815, 5.713], [-8.088, -4.442, 0.179], [0.778, -2.672, 5.412], [-1.911, -5.004, -1.053], [-8.048, -0.892, 1.619], [5.466, 5.803, 5.054], [-5.861, -4.640, 1.101], [-0.526, 0.821, -6.321], [6.362, 5.384, 5.517], [-3.342, -3.310, -3.076], [-7.079, -3.516, 3.713], [-1.029, -5.045, -1.697], [1.819, 2.877, -2.725], [-1.231, 4.098, 2.127], [4.412, 5.988, -0.359], [0.534, -3.611, 4.904], [-3.210, -2.246, -3.302], [6.075, 1.773, 6.636], [3.503, 2.031, -4.577], [0.666, -7.518, -4.661], [-0.544, 2.926, -8.006], [-0.450, 4.609, 0.993], [-1.041, -7.810, -4.289], [4.649, 1.189, -1.152], [-1.437, -5.482, -2.988], [-4.288, -1.500, -2.752], [-6.601, -2.254, 2.115], [-6.284, -5.584, 2.540], [-6.398, -3.462, 2.856], [-0.554, -5.409, -4.824], [2.949, 3.378, -1.296], [4.379, 2.421, 8.266], [-0.999, -9.471, -2.506], [2.534, 2.091, -0.163], [3.226, 0.022, 0.352]], "forces_ev_per_a": [[-0.9, 0.2, -2.3], [0.0, 0.0, 0.1], [0.1, -0.1, 0.1], [0.1, 0.0, 0.0], [0.0, 0.0, 0.0], [0.0, 0.0, -0.1], [-2.1, 0.1, -1.5], [0.3, -3.4, 1.9], [0.5, 0.4, 0.3], [0.1, 0.0, -0.2], [-0.5, -0.4, -0.2], [0.0, 0.0, -0.1], [0.0, -0.1, 0.0], [0.0, -0.2, -0.1], [-0.2, 0.2, 0.4], [1.8, -1.0, 1.6], [0.0, 0.0, -0.1], [0.0, 0.0, 0.1], [-0.4, -0.4, -0.2], [0.1, 0.0, -0.2], [0.0, -0.1, 0.0], [-0.6, -0.4, -0.4], [2.1, 0.0, 1.8], [-0.9, 2.0, 1.2], [0.0, 0.1, 0.1], [0.0, 0.0, 0.0], [7.5, 3.6, 0.2], [-0.6, -0.3, -0.2], [-0.2, -0.2, -0.4], [0.4, 0.6, 0.2], [0.0, 0.0, 0.0], [3.5, 0.7, -1.3], [-0.2, 0.0, 0.2], [0.0, 0.1, 0.2], [0.2, 0.1, 0.0], [0.0, 0.0, -0.1], [0.0, 0.0, 0.0], [0.0, 0.0, -0.2], [0.3, -0.1, -0.1], [-0.5, 0.0, 0.0], [0.2, 0.1, -0.1], [-1.8, -3.0, 1.1], [0.0, 0.0, -0.1], [-0.1, 0.0, 0.0], [2.6, 0.3, 0.4], [-0.1, 0.0, 0.1], [0.5, 0.4, 0.3], [-0.1, -0.1, 0.0], [-0.1, 0.0, 0.1], [0.1, 0.0, 0.0], [0.1, 0.0, 0.1], [0.0, 0.0, 0.0], [-0.1, 0.0, 0.1], [0.2, -0.6, -0.1], [0.6, -0.5, 0.1], [2.1, -5.5, -6.1], [0.0, 0.0, 0.0], [0.3, 0.1, 0.5], [0.2, 0.1, 0.0], [-0.5, 0.1, 0.4], [-0.3, 0.6, -0.3], [0.0, -0.1, -0.1], [0.0, 0.0, 0.0], [0.1, -0.1, -0.1], [0.0, 0.1, -0.1], [0.4, -0.1, 0.2], [0.1, 0.0, 0.1], [0.1, 0.1, 0.1], [0.8, 0.8, -0.1], [-0.4, -0.4, 0.9], [0.5, 4.0, -1.3], [0.1, 0.1, 0.0], [-0.6, -0.4, -0.1], [0.8, 0.4, 1.8], [-4.3, 0.4, 1.2], [-2.3, 0.4, -0.9], [0.1, 1.2, -2.5], [0.8, 2.2, -0.8], [-0.3, 0.6, 0.2], [0.4, 0.3, -0.2], [-1.6, -0.8, -2.8], [-0.5, 0.0, -0.1], [0.8, -2.0, -0.8], [0.1, -0.1, 0.0], [0.0, 0.0, 0.0], [-2.2, 1.4, 1.2], [-0.1, -0.1, 0.1], [-0.1, 0.1, 0.0], [-1.0, -0.8, -1.9], [-0.9, 1.7, 1.2], [-0.6, -2.2, -1.3], [-0.1, 0.0, 0.0], [0.0, 0.0, 0.0], [0.0, 0.1, 0.1], [-0.6, 0.0, -0.1], [0.0, 0.0, 0.0], [0.1, 0.1, 0.0], [1.9, 1.9, 0.8], [-0.2, 0.1, -0.1], [-0.1, -0.1, 0.1], [0.3, 0.1, 0.0], [0.0, 0.0, -0.2], [0.1, -0.1, 0.1], [0.1, -0.1, 0.0], [-0.1, 0.1, 0.1], [0.1, -0.3, -0.4], [-0.1, -0.1, -0.2], [0.2, 0.0, 0.0], [0.0, 0.0, -0.1], [-0.1, 0.1, -0.1], [-1.8, -0.4, -1.7], [-1.1, 4.9, 3.9], [-1.9, -4.0, 1.7], [-0.1, 0.0, 0.0], [-0.2, 0.0, 0.0], [0.0, 0.1, -0.1], [-3.0, -1.2, 3.0], [0.0, 0.0, 0.0], [0.0, -0.2, 0.1], [-1.6, -2.4, 3.2], [0.0, 0.1, 0.1], [1.4, 0.6, 0.7], [0.5, -0.1, 0.1], [0.4, -0.1, 0.3], [-0.4, -0.3, 0.2], [0.0, 0.0, 0.0], [0.3, 0.0, -0.6], [0.0, 0.0, 0.0], [0.2, 0.2, -0.5], [-0.1, 0.0, -0.1], [-0.1, 0.0, 0.0], [1.9, -1.1, -0.5], [0.3, 2.2, -0.8]], "multiplicity": 1, "energy_ev": -103288.81439, "total_charge": -1, "homo_energy_ha": -0.209, "gap_ha": 0.27114}